Formula: C42H42F4N15O2PY
Source: the Open Molecules 2025 dataset
Level of theory: the ωB97M-V functional and the def2-TZVPD basis

Results
ΔE to the lowest compared entry with this formula, charge and spin = 0.0 kcal/mol
Molecular weight = 984.77 Da
DFT total energy = -91861.635 eV
Lowest unoccupied orbital energy = -10.08 eV
HOMO level = -0.53374 Eh

```
! RIJCOSX wB97M-V def2-TZVPD def2/J DEFGRID3
* xyz 3 1
Y 0.124 0.292 -0.193
C 5.435 0.663 -2.425
N 4.293 0.193 -1.620
C 4.425 -1.218 -1.230
P 3.433 1.241 -0.727
O 2.200 0.434 -0.188
N 4.133 1.912 0.579
C 4.050 1.300 1.913
C 5.429 2.590 0.375
N 2.987 2.455 -1.712
C 2.997 3.869 -1.314
C 2.845 2.291 -3.164
H 5.431 0.157 -3.390
H 6.374 0.442 -1.916
H 5.380 1.734 -2.600
H 4.379 -1.845 -2.120
H 3.627 -1.509 -0.551
H 5.385 -1.391 -0.739
H 3.113 0.765 2.036
H 4.109 2.085 2.666
H 4.876 0.605 2.077
H 5.453 3.121 -0.574
H 6.252 1.874 0.406
H 5.572 3.321 1.170
H 2.985 3.968 -0.232
H 2.111 4.353 -1.726
H 3.878 4.376 -1.713
H 2.908 1.245 -3.449
H 3.624 2.843 -3.693
H 1.882 2.696 -3.479
C 0.378 2.673 2.243
C -0.065 3.268 0.951
N -0.210 2.578 -0.183
C -0.656 3.484 -1.141
C -0.769 4.701 -0.568
N -0.389 4.552 0.750
C -0.376 5.647 1.761
N -1.189 5.353 2.879
N -0.594 4.915 4.038
N -1.484 4.752 4.927
C -2.718 5.097 4.390
C -3.985 5.100 4.984
C -5.035 5.500 4.194
C -4.842 5.889 2.848
C -3.598 5.893 2.256
C -2.540 5.490 3.075
H 0.752 1.649 2.104
H -0.431 2.639 2.972
H 1.191 3.236 2.701
H -0.870 3.205 -2.159
H -1.082 5.651 -0.967
H -0.723 6.539 1.242
H 0.645 5.800 2.105
H -4.118 4.812 6.017
H -6.034 5.531 4.607
H -5.700 6.197 2.268
H -3.467 6.203 1.229
F -7.240 -0.200 0.783
C -6.553 -1.284 0.467
C -7.203 -2.459 0.332
F -8.497 -2.486 0.511
C -6.517 -3.708 0.014
C -5.079 -3.570 -0.186
C -4.457 -2.388 -0.042
F -3.133 -2.325 -0.250
C -5.129 -1.175 0.315
C -4.458 0.013 0.529
C -3.047 0.132 0.561
N -1.904 0.230 0.718
C -5.069 1.284 0.815
N -5.431 2.359 0.996
F -4.360 -4.620 -0.510
C -7.157 -4.906 -0.070
C -8.562 -5.072 0.156
N -9.675 -5.254 0.374
C -6.476 -6.134 -0.377
N -5.977 -7.138 -0.622
C -5.984 -3.475 5.988
C -5.052 -4.261 5.102
C -4.798 -3.881 3.794
C -3.950 -4.620 2.969
C -3.315 -5.749 3.464
N -2.451 -6.560 2.668
C -1.610 -6.190 1.670
O -1.089 -6.960 0.898
N -1.359 -4.801 1.611
C -0.608 -4.159 0.660
C -0.032 -4.768 -0.468
C 0.652 -3.987 -1.382
C 0.751 -2.624 -1.192
N 0.207 -2.032 -0.114
C -0.434 -2.781 0.792
C -3.567 -6.150 4.772
C -4.427 -5.418 5.569
H -6.348 -2.581 5.483
H -5.484 -3.165 6.905
H -6.848 -4.075 6.272
H -5.292 -3.002 3.393
H -3.843 -4.337 1.927
H -2.456 -7.557 2.834
H -1.674 -4.261 2.403
H -0.132 -5.834 -0.600
H 1.106 -4.443 -2.251
H 1.290 -1.995 -1.896
H -0.849 -2.263 1.652
H -3.087 -7.037 5.165
H -4.613 -5.752 6.582
*
```

Formula: C42H42IrN3S4Si2
Source: the Open Molecules 2025 dataset
Level of theory: the ωB97M-V functional and the def2-TZVPD basis

Results
ΔE to the lowest compared entry with this formula, charge and spin = 5.5 kcal/mol
Molecular weight = 965.48 Da
DFT total energy = -110646.926 eV
Lowest unoccupied orbital energy (spin up / spin down) = 2.53 / 0.84 eV
HOMO level (spin up / spin down) = -0.18118 / -0.17933 Eh

```
! RIJCOSX wB97M-V def2-TZVPD def2/J DEFGRID3
* xyz -1 2
Ir 1.001 -0.627 -0.145
N -0.962 -0.253 -1.020
C -1.766 0.776 -0.434
C -2.306 1.758 -1.251
C -3.091 2.760 -0.704
C -3.313 2.777 0.664
C -2.757 1.795 1.469
C -1.980 0.761 0.944
C -1.458 -0.323 1.826
C -2.291 -0.687 2.894
C -1.940 -1.682 3.784
C -0.718 -2.315 3.618
C 0.109 -1.952 2.567
C -0.220 -0.975 1.615
H -1.388 -1.168 -0.848
H -0.914 -0.132 -2.027
H -2.099 1.739 -2.317
H -3.507 3.529 -1.344
H -3.897 3.571 1.113
H -2.905 1.840 2.539
H -3.260 -0.213 2.993
H -2.622 -1.983 4.569
H -0.425 -3.121 4.280
H 1.045 -2.489 2.482
S 2.605 -1.908 0.575
C 3.990 -2.108 -0.516
C 3.874 -2.874 -1.668
C 4.981 -3.065 -2.482
C 6.207 -2.510 -2.142
C 6.329 -1.775 -0.969
C 5.225 -1.577 -0.154
H 2.913 -3.310 -1.921
H 4.881 -3.648 -3.389
H 7.066 -2.654 -2.784
H 7.284 -1.347 -0.691
H 5.316 -1.011 0.764
S -2.607 -5.430 3.121
C -2.201 -4.607 1.732
S -0.658 -4.772 0.958
C -1.072 -3.542 -0.209
N -2.274 -3.085 -0.047
N -2.904 -3.689 1.028
C -4.241 -3.260 1.265
C -4.569 -1.937 0.993
C -5.867 -1.496 1.185
C -6.844 -2.371 1.640
C -6.514 -3.696 1.885
C -5.218 -4.150 1.692
S 0.038 -2.969 -1.383
H -3.806 -1.264 0.627
H -6.111 -0.462 0.976
H -7.858 -2.024 1.795
H -7.272 -4.391 2.225
H -4.961 -5.180 1.881
C 2.308 0.467 2.983
Si 1.941 1.056 1.221
C 3.594 1.746 0.613
C 0.974 2.678 1.500
C 0.182 3.300 0.537
C -0.356 4.567 0.733
C -0.131 5.242 1.922
C 0.644 4.643 2.906
C 1.191 3.386 2.689
H 3.018 1.152 3.457
H 2.753 -0.528 2.994
H 1.401 0.432 3.589
H 4.036 2.353 1.409
H 3.444 2.399 -0.249
H 4.307 0.976 0.322
H -0.010 2.799 -0.399
H -0.960 5.015 -0.046
H -0.556 6.226 2.083
H 0.828 5.158 3.842
H 1.799 2.950 3.473
C 3.734 0.608 -2.617
Si 1.960 -0.010 -2.325
C 1.767 -1.310 -3.703
C 0.923 1.443 -3.054
C 0.042 1.297 -4.130
C -0.695 2.367 -4.630
C -0.565 3.627 -4.065
C 0.309 3.805 -3.000
C 1.035 2.729 -2.511
H 3.872 0.742 -3.694
H 4.494 -0.089 -2.262
H 3.916 1.571 -2.138
H 2.066 -0.891 -4.668
H 0.741 -1.676 -3.785
H 2.391 -2.190 -3.523
H -0.077 0.326 -4.598
H -1.371 2.214 -5.464
H -1.137 4.463 -4.449
H 0.420 4.781 -2.542
H 1.705 2.896 -1.674
*
```

Formula: C42H42O3P2Ti
Source: the Open Molecules 2025 dataset
Level of theory: the ωB97M-V functional and the def2-TZVPD basis

Results
ΔE to the lowest compared entry with this formula, charge and spin = 0.0 kcal/mol
Molecular weight = 704.61 Da
DFT total energy = -92063.549 eV
Lowest unoccupied orbital energy (spin up / spin down) = 0.27 / 0.34 eV
HOMO level (spin up / spin down) = -0.17869 / -0.17526 Eh

```
! RIJCOSX wB97M-V def2-TZVPD def2/J DEFGRID3
* xyz 0 3
Ti -0.477 -0.333 1.301
C -0.204 -2.497 -2.998
C 0.889 -1.729 -2.957
C 1.324 -0.954 -4.174
C 0.211 -0.102 -4.874
C -0.834 0.464 -3.969
C -1.956 -0.220 -3.736
C -2.188 -1.559 -4.316
C -1.007 -2.534 -4.261
C -1.290 1.690 2.001
H -0.449 -3.252 -2.234
H 1.609 -1.743 -2.125
H 1.710 -1.626 -4.965
H 2.164 -0.293 -3.928
H 0.712 0.700 -5.448
H -0.249 -0.741 -5.647
H -0.668 1.522 -3.749
H -2.899 0.185 -3.394
H -2.487 -1.465 -5.372
H -3.048 -1.996 -3.800
H -1.404 -3.527 -4.461
H -0.386 -2.308 -5.128
H -1.656 0.812 2.669
H -2.172 2.380 1.973
H -0.501 2.245 2.537
P 1.464 -0.562 -0.072
P -1.191 1.817 -0.034
C 1.038 0.601 -1.323
C -0.046 1.431 -1.339
C 3.251 -0.691 0.063
C 4.063 -0.701 -1.092
C 5.450 -0.702 -0.934
C 6.026 -0.737 0.335
C 5.216 -0.821 1.466
C 3.837 -0.786 1.345
C 0.819 -2.312 -0.076
C -0.584 -2.582 0.072
C -1.033 -3.922 0.061
C -0.134 -4.991 0.040
C 1.235 -4.731 -0.026
C 1.711 -3.419 -0.099
C -1.211 3.640 -0.124
C 0.014 4.260 0.194
C 0.139 5.649 0.148
C -0.966 6.436 -0.205
C -2.202 5.831 -0.454
C -2.334 4.437 -0.403
C -2.895 1.300 -0.423
C -3.686 0.794 0.614
C -4.975 0.334 0.378
C -5.491 0.339 -0.922
C -4.722 0.850 -1.986
C -3.456 1.393 -1.708
H 1.797 0.683 -2.106
H -0.146 2.132 -2.168
H 3.616 -0.707 -2.096
H 6.073 -0.661 -1.820
H 7.103 -0.705 0.446
H 5.647 -0.898 2.455
H 3.188 -0.823 2.222
H -1.350 -1.751 0.078
H -2.108 -4.121 0.128
H -0.482 -6.013 0.125
H 1.962 -5.542 -0.001
H 2.793 -3.224 -0.124
H 0.881 3.656 0.483
H 1.095 6.117 0.396
H -0.870 7.517 -0.284
H -3.081 6.429 -0.690
H -3.307 3.963 -0.567
H -3.310 0.765 1.624
H -5.562 -0.044 1.228
H -6.500 -0.027 -1.106
H -5.115 0.816 -3.011
H -2.844 1.834 -2.502
O -0.291 -2.172 5.554
C 0.492 -1.128 5.877
C 0.925 -1.041 7.208
C 1.773 0.016 7.549
C 2.303 0.919 6.589
C 1.927 0.776 5.254
C 0.968 -0.191 4.904
C 0.502 -0.360 3.568
O 1.031 0.224 2.544
O -0.554 -1.065 3.295
H -0.644 -2.010 4.634
H 0.581 -1.826 7.893
H 2.038 0.113 8.611
H 3.019 1.692 6.910
H 2.368 1.386 4.456
*
```

Formula: C42H43As2HfN7O4S
Source: the Open Molecules 2025 dataset
Level of theory: the ωB97M-V functional and the def2-TZVPD basis

Results
ΔE to the lowest compared entry with this formula, charge and spin = 39.1 kcal/mol
Molecular weight = 1070.25 Da
DFT total energy = -196680.516 eV
Lowest unoccupied orbital energy = -5.70 eV
HOMO level = -0.43409 Eh

```
! RIJCOSX wB97M-V def2-TZVPD def2/J DEFGRID3
* xyz 2 1
Hf -0.615 0.547 -0.685
N -1.055 4.457 1.152
C -1.386 3.177 0.595
N -0.174 2.338 0.424
C 0.921 2.966 -0.055
N 1.880 2.300 -0.750
N 1.323 1.235 -1.361
C 1.938 0.460 -2.186
C 1.082 -0.465 -2.953
C 1.586 -1.317 -3.917
C 0.700 -2.098 -4.645
C -0.661 -2.013 -4.391
C -1.094 -1.158 -3.398
N -0.245 -0.400 -2.691
C 1.113 4.388 0.125
C 2.282 5.044 -0.295
C 2.448 6.386 -0.058
C 1.437 7.092 0.604
C 0.274 6.474 1.010
C 0.093 5.110 0.761
H -1.822 5.020 1.484
H -2.089 2.668 1.258
H 3.003 0.533 -2.376
H 2.651 -1.347 -4.106
H 1.070 -2.764 -5.413
H -1.379 -2.594 -4.950
H -2.145 -1.060 -3.157
H 3.044 4.468 -0.801
H 3.347 6.893 -0.380
H 1.562 8.150 0.797
H -0.502 7.036 1.515
C -6.230 -3.978 4.254
C -5.253 -3.565 3.189
C -5.058 -4.357 2.060
C -4.157 -3.990 1.073
C -3.446 -2.811 1.246
C -3.614 -1.989 2.360
C -4.519 -2.380 3.324
S -2.321 -2.350 0.020
O -0.995 -2.605 0.879
O -2.370 -3.239 -1.096
N -2.332 -0.817 -0.272
C -3.605 -0.156 -0.635
C -4.858 -0.762 -0.631
C -5.999 0.008 -0.783
C -5.888 1.386 -0.899
C -4.642 1.988 -0.964
C -4.477 3.446 -1.042
C -3.278 4.008 -0.949
C -2.026 3.193 -0.828
N -2.204 1.757 -1.169
C -3.484 1.209 -0.925
H -6.972 -4.672 3.867
H -6.744 -3.114 4.673
H -5.705 -4.476 5.073
H -5.628 -5.270 1.944
H -4.016 -4.594 0.188
H -3.067 -1.058 2.449
H -4.675 -1.755 4.195
H -4.972 -1.829 -0.496
H -6.970 -0.467 -0.783
H -6.776 2.004 -0.954
H -5.367 4.054 -1.149
H -3.165 5.085 -0.997
H -1.263 3.628 -1.480
C 1.717 -4.528 2.100
As 1.412 -2.640 2.163
C 0.327 -2.395 3.723
C 3.104 -1.775 2.330
C 4.204 -2.547 1.949
C 5.482 -2.026 2.051
C 5.649 -0.731 2.518
C 4.546 0.027 2.888
C 3.249 -0.473 2.814
As 1.732 0.626 3.448
C 2.272 0.689 5.322
C 2.394 2.382 2.923
H 2.313 -4.826 1.244
H 0.747 -5.021 2.067
H 2.232 -4.789 3.024
H 0.990 -2.342 4.584
H -0.345 -3.248 3.814
H -0.239 -1.473 3.630
H 4.081 -3.550 1.564
H 6.335 -2.626 1.766
H 6.642 -0.309 2.602
H 4.709 1.034 3.254
H 3.344 0.864 5.402
H 2.014 -0.234 5.840
H 1.737 1.511 5.797
H 3.268 2.671 3.504
H 1.594 3.096 3.114
H 2.629 2.399 1.859
C 0.760 -3.668 -1.058
O 0.754 -2.291 -0.636
C 0.295 -1.946 0.605
O 0.222 -0.647 0.736
H 1.766 -3.903 -1.398
H 0.048 -3.774 -1.872
H 0.465 -4.335 -0.255
*
```

Formula: C42H43BN6O17
Source: the Open Molecules 2025 dataset
Level of theory: the ωB97M-V functional and the def2-TZVPD basis

Results
Molecular weight = 914.64 Da
DFT total energy = -88661.893 eV
Lowest unoccupied orbital energy = -1.09 eV
SMILES string = O=[N+]([O-])c1ccccc1.O=[N+]([O-])c1ccccc1.O=[N+]([O-])c1ccccc1.O=[N+]([O-])c1ccccc1.O=[N+]([O-])c1ccccc1.O=[N+]([O-])c1ccccc1.COB(O)OC(=O)OCC(C)C
HOMO level = -0.35904 Eh

```
! RIJCOSX wB97M-V def2-TZVPD def2/J DEFGRID3
* xyz 0 1
C 4.220 -0.054 -3.767
O 3.144 -0.333 -2.848
B 1.978 -0.475 -3.553
O 1.208 -1.582 -3.287
O 1.612 0.525 -4.442
C 0.742 0.149 -5.428
O 1.074 0.200 -6.525
O -0.454 -0.306 -5.111
C -1.112 0.423 -4.065
C -2.131 -0.413 -3.301
C -3.191 0.494 -2.660
C -2.842 -1.489 -4.148
H 5.172 -0.080 -3.252
H 4.109 0.936 -4.201
H 4.241 -0.785 -4.576
H 1.466 -2.346 -3.814
H -1.630 1.299 -4.469
H -0.420 0.826 -3.329
H -1.606 -0.887 -2.472
H -4.035 0.631 -3.327
H -2.778 1.457 -2.374
H -3.579 0.040 -1.756
H -2.329 -1.742 -5.073
H -3.868 -1.211 -4.367
H -2.874 -2.404 -3.559
C -4.425 -2.467 3.753
C -3.291 -2.034 3.080
C -3.386 -1.015 2.147
C -4.621 -0.438 1.905
C -5.762 -0.864 2.563
C -5.660 -1.885 3.492
N -4.717 0.659 0.932
O -3.698 0.991 0.361
O -5.811 1.172 0.754
H -4.348 -3.261 4.486
H -2.329 -2.488 3.281
H -2.500 -0.683 1.625
H -6.722 -0.410 2.363
H -6.542 -2.227 4.017
C 3.496 -3.166 0.498
C 2.744 -2.433 -0.411
C 1.461 -2.029 -0.081
C 0.948 -2.361 1.161
C 1.683 -3.096 2.074
C 2.964 -3.500 1.738
N -0.404 -1.914 1.523
O -1.036 -1.286 0.694
O -0.818 -2.195 2.635
H 4.500 -3.477 0.241
H 3.157 -2.174 -1.375
H 0.878 -1.460 -0.791
H 1.273 -3.355 3.040
H 3.550 -4.073 2.444
C -9.032 4.795 -1.361
C -8.822 5.378 -2.604
C -7.643 5.141 -3.291
C -6.688 4.318 -2.721
C -6.878 3.736 -1.480
C -8.059 3.979 -0.799
N -5.444 4.044 -3.455
O -5.290 4.579 -4.536
O -4.645 3.291 -2.931
H -9.957 4.978 -0.829
H -9.581 6.014 -3.039
H -7.481 5.595 -4.258
H -6.125 3.097 -1.041
H -8.223 3.528 0.171
C 0.414 3.180 -7.374
C 0.105 3.823 -6.182
C 0.035 5.206 -6.135
C 0.272 5.931 -7.289
C 0.587 5.306 -8.483
C 0.658 3.923 -8.522
N 0.176 7.397 -7.248
O -0.083 7.917 -6.180
O 0.359 8.004 -8.287
H 0.462 2.100 -7.408
H -0.084 3.244 -5.287
H -0.206 5.702 -5.206
H 0.775 5.881 -9.377
H 0.902 3.422 -9.449
C 0.648 -3.962 8.496
C 1.240 -5.219 8.511
C 2.294 -5.499 7.659
C 2.746 -4.512 6.801
C 2.162 -3.258 6.769
C 1.106 -2.985 7.623
N 3.879 -4.798 5.911
O 4.360 -5.911 5.943
O 4.272 -3.893 5.191
H -0.173 -3.744 9.167
H 0.880 -5.979 9.191
H 2.753 -6.477 7.672
H 2.519 -2.494 6.093
H 0.642 -2.008 7.611
C 6.584 -1.804 6.487
C 6.976 -2.200 5.216
C 8.086 -1.620 4.622
C 8.790 -0.650 5.312
C 8.406 -0.240 6.576
C 7.295 -0.823 7.164
N 9.981 -0.048 4.693
O 10.281 -0.416 3.573
O 10.597 0.778 5.339
H 5.720 -2.264 6.951
H 6.420 -2.963 4.692
H 8.390 -1.929 3.633
H 8.960 0.521 7.106
H 6.985 -0.514 8.154
*
```